{
  "formula": "C4H9NO",
  "method": "ωB97M-V/def2-TZVPD",
  "smiles": "C=NC.CC=O",
  "total_energy_ev": -7829.3549,
  "charge": 0,
  "gap_ha": 0.387,
  "e_above_lowest_ev": 2.965,
  "lumo_energy_ev": 0.90,
  "species": ["O", "N", "C", "C", "C", "C", "H", "H", "H", "H", "H", "H", "H", "H", "H"],
  "coordinates": [[1.867, -0.478, -0.757], [-1.040, -0.341, 0.622], [1.126, 0.543, -0.695], [1.260, 1.746, 0.127], [-2.117, 0.243, 0.257], [-0.973, -1.814, 0.436], [-3.049, -0.277, 0.027], [2.202, 1.686, 0.755], [1.507, 2.557, -0.596], [-1.946, -2.339, 0.309], [0.393, 0.679, -1.521], [-2.200, 1.454, 0.251], [0.447, 2.076, 0.742], [-0.484, -2.046, 1.360], [-0.301, -1.894, -0.380]],
  "forces_ev_per_angstrom": [[-2.21, 3.38, 0.81], [-1.96, 0.60, -1.52], [1.55, -3.30, -1.86], [3.14, 0.99, 0.72], [0.72, 2.24, 0.93], [-0.84, 1.72, 1.26], [0.05, -0.12, -0.30], [-1.16, -0.13, -0.42], [-0.41, -0.33, 0.30], [0.58, 0.42, -0.04], [-0.10, -0.31, 0.33], [0.36, -2.93, 0.16], [-0.67, -0.23, 0.07], [0.34, -1.25, 0.30], [0.60, -0.76, -0.74]]
}